C27H50Br2N5O10P2 as an isolated structure. Source: the OMol25 dataset; level of theory: ωB97M-V/def2-TZVPD.

ORCA input file:
```
! wB97M-V def2-TZVPD RIJCOSX def2/J DEFGRID3
* xyz 1 1
C -6.0452 3.3978 3.7529
C -6.5589 2.6384 2.9801
C -7.0379 1.6169 2.0498
C -6.1027 0.3865 2.0612
C -5.1392 0.3429 0.8688
C -3.8143 -0.3758 1.0888
N -2.8092 0.4152 1.8322
C -2.1371 -0.4946 2.5971
N -0.9141 -0.3274 2.9763
C -0.1331 0.8864 2.6521
C 0.2382 0.9370 1.2418
C 0.4695 1.1188 0.0806
N -2.8706 -1.6663 2.9098
C -3.5383 -1.4629 4.1686
Br -3.6047 0.2876 4.9640
C -4.0681 -2.4840 4.8425
C -4.0015 -3.9153 4.3789
Br -4.9118 -2.2332 6.5074
C -3.7275 -1.8179 1.6230
N -4.9802 -2.4826 1.6951
C -2.8673 -2.7649 0.7483
O -1.8651 -2.0643 0.0266
N -0.5805 -2.5854 0.3677
O 0.2550 -1.9812 -0.1537
H -5.6769 3.9600 4.5770
H -8.0487 1.2986 2.3003
H -7.0650 2.0025 1.0281
H -5.5983 0.2780 3.0224
H -6.7483 -0.4927 1.9867
H -4.8705 1.3808 0.6370
H -5.6290 -0.0419 -0.0231
H -3.3915 -0.3957 0.0802
H -3.1881 1.1899 2.3729
H -0.4981 -1.0712 3.5211
H -0.6942 1.7600 2.9766
H 0.7907 0.8363 3.2297
H 0.7086 1.3479 -0.9338
H -4.7291 -4.1573 3.6113
H -2.9856 -4.1133 4.0305
H -4.2059 -4.5764 5.2173
H -4.8950 -3.4867 1.6325
H -5.5211 -2.2402 2.5165
H -2.3988 -3.4924 1.4135
H -3.4862 -3.3159 0.0400
O -1.8482 0.4217 -5.4749
P -0.4439 0.8172 -5.2688
O 0.4785 -0.0275 -6.2910
C -0.0029 -0.4247 -7.5783
C 0.0814 0.6831 -8.6072
O -0.0445 0.1496 -3.8429
C -0.9955 -0.5694 -3.0678
C -0.9784 -2.0459 -3.4055
O 0.5390 2.0334 -4.9643
C 1.0835 2.8695 -5.9957
C 0.0596 3.8296 -6.5647
H -1.0238 -0.8036 -7.5121
H 0.6248 -1.2593 -7.8911
H -0.4906 1.5578 -8.2916
H -0.3122 0.3435 -9.5650
H 1.1150 0.9970 -8.7611
H -1.9944 -0.1485 -3.1855
H -0.7110 -0.4336 -2.0218
H -1.1284 -2.2090 -4.4725
H -1.7594 -2.5759 -2.8565
H -0.0120 -2.4823 -3.1460
H 1.5517 2.2621 -6.7701
H 1.8872 3.4335 -5.5234
H -0.8206 3.2992 -6.9357
H 0.4920 4.4051 -7.3827
H -0.2798 4.5246 -5.7963
O 6.4238 1.9244 1.3291
P 6.5290 0.4631 1.4908
O 6.2229 0.1228 3.0543
C 5.3455 0.9223 3.8371
C 3.8751 0.6251 3.5991
O 8.0983 0.1378 1.3692
C 9.0597 1.1538 1.0723
C 9.6066 1.7743 2.3403
O 6.1917 -0.9763 0.8770
C 4.9381 -1.6228 1.0951
C 3.8043 -1.0162 0.2957
H 5.5347 1.9848 3.6749
H 5.5965 0.7096 4.8769
H 3.6131 0.7830 2.5503
H 3.2565 1.2823 4.2144
H 3.6301 -0.4085 3.8553
H 8.6356 1.9093 0.4126
H 9.8655 0.6650 0.5237
H 8.8044 2.1536 2.9741
H 10.2836 2.5958 2.1038
H 10.1522 1.0298 2.9216
H 4.7136 -1.6525 2.1620
H 5.0801 -2.6585 0.7865
H 3.7040 0.0559 0.4833
H 2.8636 -1.5063 0.5495
H 3.9800 -1.1412 -0.7730
*
```

Calculated values
- HOMO-LUMO gap: 0.3095 Ha